1.
Molecular formula: C6H5F
Method: DFT, ωB97M-V/def2-TZVPD

Charge ... 0
LUMO level ... 0.61 eV
Highest occupied orbital energy ... -9.002 eV
Gap between HOMO and LUMO ... 9.61 eV

Last column: Mulliken charge in e.
Cartesian coordinates (Å):
1 C 3.925 0.612 -0.058  -0.232
2 C 2.689 0.553 0.105  -0.506
3 C 1.451 0.103 0.220  0.332
4 C 0.302 -0.282 -0.082  0.087
5 C -1.094 -0.712 -0.281  -0.573
6 C -2.209 0.195 0.348  -0.312
7 F -2.230 1.511 -0.178  -0.272
8 H 5.024 0.477 -0.227  0.358
9 H -1.139 -0.294 -1.371  0.208
10 H -1.505 -1.776 -0.005  0.315
11 H -2.102 0.076 1.397  0.341
12 H -3.112 -0.463 0.131  0.253

---

2.
Molecular formula: C6H5F
Method: DFT, ωB97M-V/def2-TZVPD

Charge ... 0
LUMO level ... 0.12 eV
Highest occupied orbital energy ... -8.613 eV
Gap between HOMO and LUMO ... 8.73 eV

Last column: Mulliken charge in e.
Cartesian coordinates (Å):
1 C 0.713 -1.893 1.864  0.239
2 C 0.779 -1.293 0.823  -0.506
3 C 0.960 -0.568 -0.336  -0.565
4 C 0.108 0.423 -0.811  0.423
5 F 0.383 1.014 -1.990  -0.289
6 C -1.122 1.054 -0.224  -0.097
7 C -1.572 0.792 1.031  -0.671
8 H 0.805 -2.588 2.700  0.391
9 H 1.790 -0.808 -0.974  0.359
10 H -1.609 1.724 -0.934  0.304
11 H -2.524 1.330 1.274  0.216
12 H -1.109 0.136 1.760  0.197

---

Relative stability in hartree, measured from the most stable structure: 1 0.0715; 2 0.0000